C34H74Br2N7O9S | the ωB97M-V functional and the def2-TZVPD basis

XYZ file:
```
127
Properties=species:S:1:pos:R:3:forces:R:3:mulliken_charge:R:1
N 8.3190 4.4285 11.1059 -0.0653 -0.1439 -0.4068 -0.74
H 2.8020 0.5062 2.0083 1.7666 -1.0069 -1.4091 0.29
H 2.0180 -1.4923 -8.2835 -0.0007 -0.0794 0.1441 0.25
C 4.5673 -2.7551 -5.1982 -0.2026 0.0965 -0.4241 0.40
C -4.9370 1.7743 -0.5548 0.8216 -0.4042 -0.2095 -0.96
H -4.8873 1.7430 -1.7426 -0.3817 0.2575 2.5005 0.16
H 6.9610 6.1681 12.8085 -0.0306 -0.1174 -0.1484 0.35
C 2.9230 0.9138 -1.8093 -3.0914 2.5603 -1.3753 0.00
H -5.7565 1.3382 1.8110 0.6591 -2.2215 -0.8493 0.36
C -8.9319 -2.0858 0.4023 -0.1988 0.3358 -0.0300 -0.79
C 5.3645 3.3262 4.0683 -0.2636 -0.1964 -0.0910 -0.72
H -6.7868 0.4977 -0.1736 2.4135 -0.4315 0.1035 0.10
C 3.7326 0.0099 1.4832 0.8004 -1.1780 1.0513 -0.55
H 7.1365 5.1246 8.6742 -0.0183 -0.1500 0.0496 0.33
H 6.9247 1.7827 7.7365 -0.0850 0.0808 -0.2048 0.43
O 6.0262 3.6615 9.5214 -0.0807 0.6226 -0.0436 -0.22
H 4.7336 3.1417 4.9398 0.0808 0.2354 0.1042 0.29
N -3.7328 -1.4393 -0.3565 -0.0442 -0.3862 -2.4879 -0.41
C 6.7148 2.1953 6.7442 0.1154 -0.0011 0.2491 -1.33
H -0.8679 -1.6510 -2.6028 -1.0569 0.4372 2.4009 0.33
H 5.6316 5.7035 9.3678 -0.1021 -0.0332 0.1371 0.43
H -5.3098 0.0428 -6.1822 0.0489 -0.0907 -0.0078 0.39
C -0.1880 1.4457 -2.0134 3.2944 0.0160 -0.2243 -0.33
H -3.8230 1.8081 -0.1800 -2.0549 -0.0279 -0.6011 0.27
Br 3.9923 -3.1532 1.2970 -0.7473 2.4970 -0.6119 -0.10
C 3.3323 -1.3681 0.6780 -2.3335 1.5889 -3.3018 0.26
C 0.8094 2.5830 -2.7265 1.5697 -3.5218 2.6155 0.37
C 7.0643 1.1754 5.6631 -0.3513 0.3575 -0.1628 0.44
H -3.3238 -1.2394 -2.5833 0.8919 0.3518 2.0511 -0.09
O -0.9414 3.6112 -4.3263 7.3151 1.1389 6.0223 -0.42
H 4.1042 0.7579 -1.7560 -3.0619 -0.1928 0.1401 0.46
H -7.6713 -3.5841 -1.2892 -0.0522 -0.0718 0.1688 0.50
H 7.3085 3.1090 6.6325 -0.0713 -0.0858 0.0233 0.28
H 1.5458 5.3509 -1.1401 -1.3004 0.3288 -1.0168 0.18
H 4.2304 -1.2802 -3.8312 0.1119 -0.1130 -0.0660 0.17
H 2.9267 -3.9529 -6.0437 0.1065 0.0439 -0.1244 0.45
H -9.3846 -4.5620 -2.8974 0.0631 0.1328 -0.0276 0.45
H -4.3018 0.3064 -4.7455 -0.1151 -0.0453 0.0369 0.18
C 2.4257 2.3062 -2.5894 -3.0837 -2.7006 1.6732 -0.79
C -4.9705 -2.6767 -7.7408 -0.0158 -0.0029 -0.3203 -1.40
H 4.4574 -0.3206 2.3700 -1.5871 0.7778 -2.0067 0.13
H -3.9430 -3.4794 -5.3377 -0.1238 -0.1845 -0.2423 0.30
H 6.3738 -0.6411 5.0457 0.0020 0.0041 0.2351 0.27
O -0.4073 -0.9172 -0.5836 2.7855 3.4059 -2.7336 -0.25
H 7.8584 2.6597 4.2464 -0.1170 0.0898 0.0865 0.40
H 5.6570 2.4738 6.7385 0.1415 -0.0677 -0.0465 0.13
C 7.2741 5.4150 10.8030 -0.2774 -0.3967 0.0302 0.35
H -8.6987 -1.1681 0.9478 0.0668 -0.0423 -0.1223 0.30
O 2.4989 -1.9347 -6.3485 0.1481 -0.5346 0.2814 -0.38
C 3.0797 -2.9794 -5.5625 0.0260 0.2217 0.1137 -0.36
H 2.8957 -3.0231 -8.0931 0.0712 0.0400 0.0711 0.31
N -10.7994 -3.0483 -2.6296 0.3284 0.3021 -0.0513 -0.74
H -9.3689 -5.1770 -0.4067 -0.0822 0.0562 -0.0423 0.33
O -8.7590 -1.8313 -0.9829 0.3817 -0.4942 -0.1885 -0.46
H -5.4647 2.7654 -0.1549 0.9731 -2.2972 -1.0098 0.36
C -1.3378 -1.5824 -1.5088 -1.6665 -1.8400 -1.3743 -0.54
H 5.2646 -3.9211 -6.8990 0.0168 0.1234 0.0675 0.35
H -6.4129 -3.9362 -6.8236 0.0018 0.0508 0.1625 0.45
N 6.0746 0.0906 5.6912 -0.0166 -0.0445 -0.4885 -0.72
C 0.3992 0.1196 -1.2495 0.2173 1.5819 -1.0892 0.40
O 5.9449 2.1092 3.6261 0.3910 0.0968 0.0477 -0.32
H 3.7404 -1.4462 -7.9230 0.0621 -0.1702 -0.1816 0.25
C 2.8160 -1.9937 -7.7303 -0.1025 0.3410 -0.0440 -0.69
H 7.7591 6.3748 10.5930 -0.0006 -0.0995 -0.1223 0.40
S 0.2832 5.6698 -1.7240 1.2327 -0.2338 0.1815 -0.03
C -8.4615 -2.9913 -1.7655 -0.2308 0.1591 -0.1698 -0.14
C 6.4724 5.0206 9.5390 0.2405 -0.1250 0.0416 -0.78
H 4.3585 2.5398 9.8840 0.0955 0.0799 -0.0768 0.26
Br 2.0891 -3.1001 -1.4588 0.2071 2.4930 0.7071 -0.09
N 1.9268 -0.0812 -1.2095 -0.1820 2.0013 -0.7963 0.61
C -5.1332 -0.9817 -0.7035 -1.7552 -0.3536 1.3384 -0.08
C -9.6927 -3.8631 -2.1118 -0.0663 0.3136 0.3897 0.26
C 4.8655 3.4143 10.2991 0.1694 -0.3306 -0.0328 -0.79
H -3.7484 -2.5033 -0.3582 0.0758 1.8436 -0.0801 0.38
H 5.2145 0.4506 5.2676 0.1958 -0.0550 0.2741 0.30
H 4.3804 -0.7430 -5.3392 0.2077 -0.1963 0.1024 0.35
H -1.3400 1.6597 -2.0901 2.5577 -0.7276 0.3129 0.27
C -4.6308 -0.4400 -5.4728 0.1881 -0.1010 0.2429 -0.82
H 2.5054 -3.0014 -4.6301 -0.0121 0.1341 -0.0761 0.02
H -4.8225 -3.4485 -8.5032 -0.0186 0.0831 0.1755 0.36
H 7.6616 1.0399 3.5992 -0.1554 0.0341 -0.0260 0.36
H -5.0507 -4.6047 -5.0347 0.0862 -0.0555 -0.2074 0.28
H -1.4254 -2.7134 -1.1459 0.4345 2.5153 -0.5059 0.28
H -10.7798 -4.1201 -0.2210 0.1207 0.0061 -0.1502 0.28
H -2.8254 0.1923 -1.4634 -0.0130 -2.1697 -0.1124 -0.52
O -5.2573 -1.4985 -4.7655 -0.3532 -0.0145 -0.2293 -0.10
H -3.7409 -0.8109 -5.9848 -0.0348 0.1565 -0.2117 0.28
C -5.6158 0.4001 0.0350 -1.2581 1.3719 -0.6832 0.25
H 6.0950 4.6728 12.5005 0.0750 0.0805 -0.1525 0.29
H 4.1694 4.2585 10.2838 0.0865 0.0313 0.0557 0.35
H 6.1186 4.0866 4.2933 -0.0167 -0.0908 0.0656 0.32
H -6.8902 -1.5551 -6.0616 0.1297 0.0738 -0.0756 0.45
H -10.4870 -2.5745 -3.4779 -0.1556 -0.1530 0.0708 0.27
C 6.4060 5.6163 12.0427 -0.0842 0.2044 0.2269 -1.38
H 7.8749 3.5057 11.1141 0.1251 0.2752 0.1219 0.33
H -8.0422 -2.6144 -2.7046 -0.0786 0.1253 0.0852 -0.19
H 8.0417 0.7547 5.9244 -0.0531 -0.0271 -0.1662 0.42
H -3.9892 -2.2326 -7.5504 -0.1430 -0.0607 0.0786 0.27
H -5.8651 -1.8458 -0.3262 1.4390 2.0242 -0.7686 0.24
C -10.1990 -4.7031 -0.9417 -0.0626 -0.2963 0.0965 -1.42
C -6.2149 -2.2366 -5.5303 0.0226 -0.2768 0.0519 -0.38
H 5.5055 6.1932 11.8055 0.0850 -0.0693 0.0210 0.34
H -5.6164 -1.9042 -8.1720 0.0758 -0.0795 0.0531 0.34
C 0.1021 3.8523 -3.4858 -5.5831 -0.4406 -5.1029 0.33
H 6.5505 -3.1240 -5.9845 -0.1773 0.0540 -0.0128 0.37
H 4.3569 0.7545 0.8235 -1.4852 -1.5007 1.1999 0.23
N -4.5970 -4.1134 -5.8058 -0.1317 0.1316 0.4018 -0.74
C -2.8614 -0.9769 -1.5203 0.8369 0.4384 -0.5228 0.88
H 5.1503 3.1701 11.3243 -0.2161 0.1185 0.0827 0.24
H -10.9516 -2.2828 -1.9666 -0.0559 -0.2879 -0.1479 0.35
N 4.7938 -1.4023 -4.6734 -0.3547 0.2150 0.1337 -0.68
O 0.5188 5.2702 -3.3858 -0.2826 -4.0509 1.4334 -0.27
H 8.9618 4.3802 10.3146 -0.0069 0.0638 0.2217 0.27
C 5.5280 -3.0057 -6.3581 0.2720 -0.1459 -0.0840 -1.47
H 4.7188 3.7036 3.2717 0.1072 -0.0621 -0.0420 0.23
C 2.4908 -1.3197 -0.5484 2.1350 -1.2229 2.9326 -0.43
H -6.8286 -2.7718 -4.7978 0.1503 0.0566 0.0421 -0.10
C -5.5984 -3.2842 -6.4887 0.2757 0.3829 0.1390 0.25
O -5.4613 0.4134 1.4980 -0.4315 1.4002 -0.9937 -0.58
H -5.3421 -0.8563 -1.8508 0.4934 -0.1724 2.0126 -0.12
H -8.2718 -2.8807 0.7626 -0.0649 -0.0488 -0.0490 0.33
H -9.9757 -2.3310 0.6074 0.0847 -0.1678 0.1801 0.31
H 3.1872 3.0841 -3.0371 -1.5341 -1.9820 1.0710 0.38
H 5.5506 -2.1806 -7.0759 -0.0977 -0.0848 0.1394 0.28
H -10.8577 -5.4994 -1.3037 0.0887 0.1723 0.0063 0.35
H 4.8207 -3.4749 -4.4119 -0.1381 0.0707 0.0260 0.40
C 7.1928 1.7880 4.2475 0.0496 -0.3271 0.0815 -0.80
```
Positions in Å, forces in eV/Å.

Computed properties:
**Charge**: +1
**Maximum force**: 0.1856 Eh/bohr
**Highest occupied orbital energy**: -10.396 eV
**Frontier orbital gap**: 0.17643 Ha
**Total energy**: -216211.6251 eV

***

C34H74N6O10 | the ωB97M-V functional and the def2-TZVPD basis

XYZ file:
```
124
Properties=species:S:1:pos:R:3:forces:R:3:mulliken_charge:R:1
H 1.0165 4.3158 2.5191 -0.1552 0.4881 -0.3008 0.63
H 4.8293 -2.4268 3.3134 0.2526 -0.0619 -0.2573 0.32
H -1.1031 1.7200 -2.9945 -0.2518 0.8116 -0.4944 -0.08
H 1.1386 2.9642 -4.4887 0.2528 -0.1379 -0.2340 0.45
H -2.7391 1.5891 2.5607 -0.6514 -1.4601 1.2362 0.65
C -3.9079 -0.4347 0.5773 -0.1402 1.0252 2.7711 -0.47
N -3.6319 -0.2037 1.8779 -0.3600 1.4147 0.1860 0.39
H 3.7137 -2.3147 -0.9563 1.0923 1.0322 -1.5793 1.02
H -1.4675 -2.6325 1.0503 -0.9652 -1.6764 -0.4444 -1.17
O 2.2908 -1.4644 1.2326 7.5866 -3.7296 1.5415 -0.07
C 3.4724 -0.1033 -0.6378 0.8105 0.8043 1.6568 -0.05
H 2.0234 -0.3406 2.1772 0.2021 0.8255 2.2003 -0.05
C 0.8825 3.4268 -1.7520 -0.7238 -0.7770 -1.6742 0.02
O 3.0286 -1.2684 -2.5915 0.0907 1.3399 -0.8889 -0.63
N -2.1840 -3.9207 -0.5322 -0.2155 -0.8900 0.2315 0.12
C 0.2513 -1.0337 1.0554 -2.7468 0.4359 -2.9007 -0.54
H 0.1448 -1.1913 2.1286 -0.6271 -0.4102 -1.2683 -0.66
H -2.7999 -5.4495 -1.9598 0.0195 0.9742 -0.1570 0.34
H 1.9265 1.2814 -1.3205 1.0398 -1.0091 0.7171 -0.79
H -0.3104 5.3104 3.1300 -0.1531 -0.0305 -0.2275 0.44
C -3.0895 -1.2210 2.7651 -0.4119 -0.2005 -0.6932 -1.02
C -0.4966 3.6828 -2.4152 1.7780 2.1517 2.2980 -0.92
C -3.1994 3.6784 -2.3274 -1.3855 -0.1851 -0.1002 -0.98
C -0.2247 2.9888 0.7048 -1.0912 2.6944 0.7394 -0.51
C 0.7116 -3.9584 -1.6523 1.3887 -0.0409 1.1828 0.34
H 0.0969 3.5802 -0.1525 -2.6562 1.2395 3.1646 0.39
C 1.8759 -3.7034 -3.7898 -1.1827 -0.4387 -0.0986 0.10
C 2.7979 0.1435 -2.9042 0.5587 0.0021 1.1527 -0.36
H -4.2055 0.4167 -0.0543 -0.8169 -0.2587 1.0203 1.29
H -2.3080 2.6306 1.9495 0.3642 1.9907 0.9879 -0.59
H -4.1433 3.5507 -2.8572 0.1847 0.0954 -0.4473 0.48
H 5.4870 -4.0814 1.1774 0.1493 -0.1797 0.3036 0.33
C 2.8781 -2.4952 0.9439 2.1401 -2.5571 1.7562 0.22
O 2.3594 -4.8263 -3.7864 0.0158 0.5477 0.4498 -0.61
C -2.8212 2.7172 -0.0526 -1.2624 0.4034 -4.8281 -0.42
H 2.3634 2.8250 3.1618 0.1573 0.0993 0.1707 0.31
H -2.3552 -0.7304 3.4041 -0.2004 -0.1907 0.3161 0.43
H -3.9442 -1.6607 3.2792 0.3066 -0.0196 0.6482 0.29
H -3.1630 -5.8070 -0.3587 0.2969 -0.0879 0.5333 0.34
H 2.9295 -2.8204 -0.1067 -0.8596 -1.3982 2.4792 0.13
H 1.8766 -3.1255 -4.7269 0.2985 0.5555 0.3213 0.34
C 3.0810 -1.4573 -1.1856 0.2554 1.5402 -2.7054 1.49
O -0.8227 -1.5610 0.3303 -0.9823 2.6581 -2.4974 0.95
H -3.2033 0.4209 -1.2242 -0.4891 0.6292 -1.0752 0.86
H 0.5437 -0.1781 -1.4520 -0.8538 1.9512 0.8142 0.06
O -2.4225 4.2074 3.3215 1.2009 -0.9744 -1.9642 -0.78
H -2.3359 0.9046 -2.6200 -0.5243 0.1589 0.0029 0.47
H 3.1275 -2.1614 3.4114 -0.1155 -0.3082 0.2889 0.22
C 3.8694 -2.9237 3.1733 -0.0597 0.4741 -0.8823 -0.90
O 2.2620 0.4288 4.2512 -0.8064 -1.2447 -1.3512 -0.56
C 0.3160 0.3831 0.5377 -0.5267 -0.6100 -0.6489 -0.06
H -1.2414 3.0870 -4.2421 -0.1569 -0.8518 -0.2617 0.93
H -4.0928 1.1985 -2.6412 -0.0265 -0.4706 0.0982 0.71
O -3.4287 -2.9926 -2.1621 0.3879 0.2269 -0.0023 -0.83
C -3.7238 1.1338 2.4554 -0.4186 -0.5751 0.8878 -0.99
H 1.2141 -3.4035 -0.8600 -0.5254 -0.3933 0.8741 -0.02
C 0.7096 2.2723 -3.7640 0.1821 0.2100 0.2581 -1.03
O -3.6341 -1.5029 0.1128 -4.0949 -0.3848 1.3175 -0.54
H 3.0399 0.0840 0.3450 0.4423 -0.0569 -0.3650 -0.09
H 0.6612 2.6109 1.2152 -0.9822 2.0014 -1.6812 0.53
H 1.1474 -4.9564 -1.6049 0.0773 0.0715 -0.6341 0.49
H -0.5710 -4.0867 0.6955 0.3268 -0.1137 0.4077 0.42
H -3.2461 4.6739 -1.8859 -0.1950 -0.2741 0.8838 0.29
H 1.3521 0.7200 0.5720 -0.6300 -0.1894 -0.6811 0.23
H 0.6822 3.0900 -0.7348 3.0971 -1.2216 -3.1659 -0.25
C 0.4755 -1.8265 -2.7710 -0.2126 -2.1281 -1.5351 -1.08
H 1.8044 0.4914 -3.1872 0.4854 -1.7878 -0.7434 -0.05
H 0.7747 1.2218 -4.0474 -0.0486 0.5386 -0.7304 0.38
H 1.4746 4.3419 -1.7573 0.4336 -0.0552 -0.0569 0.70
H -0.3468 -4.0269 -1.4011 0.1787 0.3994 -0.7176 -0.68
C 0.8758 1.4442 2.5454 1.0328 -0.4528 2.7122 2.07
H 0.8051 -1.0563 -2.0736 0.6510 -2.6097 -0.9034 -0.51
C 2.9069 0.8877 -1.5887 0.8489 0.1320 0.2737 -0.13
H 0.4358 5.5856 1.5184 -0.3787 0.2851 -0.1530 0.26
H -0.2128 1.3911 2.5587 0.1389 0.4397 0.6555 -0.35
H 4.5331 0.1024 -0.4941 0.2962 -0.6740 -0.2781 0.18
H -4.1597 1.1261 3.4544 -0.5779 -0.1304 -0.1979 0.39
H 2.3594 2.0915 5.4841 0.2028 -0.3329 0.0574 0.47
C -0.6973 2.6430 -3.4084 0.4200 -1.1957 -1.5078 -0.57
H -4.1776 1.7931 1.7154 -0.9999 -0.2891 1.1320 0.21
N -3.1087 2.5295 -1.4040 0.7281 0.5112 1.1337 0.49
C -2.7155 -2.8714 -1.1575 -0.6084 -1.8394 -2.9770 1.00
H -1.4824 -5.9170 -1.0116 0.2587 0.2277 0.6740 0.32
C 4.4317 -4.3540 1.1904 0.0777 -0.6479 -0.0320 -1.10
O -2.5794 1.8054 0.6878 0.1510 -0.8454 -2.9599 0.52
H 0.6975 3.2433 3.6308 0.3631 -0.4721 0.8098 0.47
O 1.3897 2.3558 -2.5047 -0.3321 1.5410 -2.4447 -0.45
H -1.3024 3.7160 -1.6819 1.1793 0.4712 0.1339 0.12
H -0.9031 2.1867 0.4139 1.2025 1.4234 -0.0074 -1.31
C -0.2119 0.3299 -0.8527 -0.4882 -0.8815 -0.3141 0.99
H 1.1398 1.7270 1.5264 1.3990 -1.5610 2.8754 -0.03
H -2.1020 -4.1562 1.5609 -0.2916 -0.8258 -0.0638 0.29
N -0.8230 3.8908 1.6645 0.6586 1.0035 0.8729 0.44
H -0.5267 1.2643 -1.3174 0.3202 -0.0451 0.3596 -0.49
H 0.5885 -1.3461 -3.7428 -0.2690 -0.2370 -0.2441 0.56
H -0.5530 -2.1231 -2.5653 -0.2792 0.8633 -0.2309 0.62
C -1.9181 3.5789 2.3505 -1.3354 0.7353 2.7645 0.82
C 0.1020 4.8383 2.2383 0.7006 0.8200 -0.3954 -1.59
H 2.0998 -1.7519 -0.8133 -0.1861 0.5910 -0.8734 -2.48
C -3.2016 1.1720 -2.0141 -0.0902 0.7665 0.3110 -1.12
H 3.8564 -3.7705 3.8596 -0.3653 -0.0941 -0.2582 0.35
H 1.1631 -1.4634 0.6405 -3.6969 -0.0115 -0.3133 -0.49
H -2.1517 -0.0691 -0.0696 1.2269 0.0604 -0.4453 -1.87
C 1.4144 2.4293 3.5235 -0.4458 0.0156 2.1107 -1.33
C -1.5777 -3.6709 0.7378 0.0135 -2.6886 1.9998 0.20
H -1.8338 -1.2104 -1.3904 1.4992 1.8979 -0.8213 0.93
H -2.5413 -1.8672 -0.7410 0.1065 -3.9290 -0.8960 0.75
H -2.6092 -2.0314 2.2167 -0.1743 0.3652 0.0110 0.43
H -0.3265 4.6419 -2.9042 -0.8112 0.2662 -0.0633 0.28
C -2.3928 -5.3202 -0.9570 -0.7274 0.2120 -0.3220 -1.11
H 0.7405 1.4097 5.3720 -0.2374 -0.4060 -0.0434 0.28
H 4.2313 -5.2535 1.7724 0.4798 -0.1359 0.0496 0.38
H 0.6251 -0.5680 3.2601 0.7872 0.3477 1.1617 0.18
H 3.5337 1.7626 -1.7607 0.1123 -0.0208 0.4465 0.94
H -0.3950 0.9932 1.0948 0.7397 -1.2191 -0.6744 0.52
N 3.6409 -3.2999 1.7539 -1.1739 1.6186 0.5684 0.28
H 4.1869 -4.6193 0.1619 -0.4110 0.3816 -0.0418 0.35
H -2.8207 3.7962 0.1667 -0.0158 -0.1706 0.5043 0.29
H -2.3108 3.7815 -2.9502 -1.6648 -0.4046 -0.3480 0.25
C -1.3717 -0.6043 -0.6111 1.6928 1.0751 1.0920 -1.82
C 1.6682 1.5695 4.8224 0.2328 1.5212 -1.8974 -0.81
N 1.0965 -3.1726 -2.7949 -0.0143 0.1260 -0.8572 0.27
H 3.5671 0.5152 -3.5812 -0.1694 -0.4586 -0.3813 0.35
C 1.4500 0.0938 2.9961 0.6760 2.4687 2.6325 0.01
```
Positions in Å, forces in eV/Å.

Computed properties:
**Relative energy (zero: lowest compared OMol25 entry of this formula, charge and spin)**: 29.450 eV
**Maximum force**: 0.1671 Eh/bohr
**Highest occupied orbital energy**: -7.811 eV
**Frontier orbital gap**: 0.29606 Ha
**Total energy**: -65846.0170 eV

***

Which value of total energy does entry 2 give?
-65846.0170 eV

***

Look up the total energy of the second one.
-65846.0170 eV